(1)
ORCA calculation (ωB97M-V with the def2-TZVPD basis set) on C38H47N3O6S3TeTi as an isolated structure.

Atoms and positions in Å:
1 Ti -0.904 -0.548 0.157
2 C 1.390 2.932 -3.183
3 C 0.926 3.896 -2.087
4 S -0.305 3.186 -0.965
5 C 0.401 3.652 0.630
6 C 1.707 2.957 1.024
7 S 1.704 1.155 0.863
8 C 3.133 0.861 -0.210
9 C 3.219 1.599 -1.540
10 S 1.825 1.261 -2.646
11 H 2.243 3.369 -3.707
12 H 0.597 2.776 -3.915
13 H 0.505 4.787 -2.555
14 H 1.779 4.213 -1.486
15 H -0.383 3.410 1.347
16 H 0.557 4.733 0.641
17 H 1.909 3.175 2.074
18 H 2.538 3.346 0.437
19 H 3.088 -0.217 -0.380
20 H 4.036 1.072 0.368
21 H 4.138 1.284 -2.036
22 H 3.284 2.676 -1.388
23 O -0.555 -6.990 0.312
24 C -0.591 -5.799 -0.328
25 O -0.296 -5.708 -1.480
26 C -1.064 -4.644 0.485
27 C -2.274 -4.506 1.140
28 N -2.359 -3.229 1.552
29 N -1.273 -2.535 1.228
30 C -0.485 -3.371 0.572
31 C 0.849 -2.796 0.201
32 O 1.827 -3.476 0.044
33 O 0.787 -1.481 0.180
34 H -0.727 -6.861 1.253
35 H -3.074 -5.208 1.309
36 H -3.102 -2.767 2.052
37 C 0.099 2.635 10.227
38 C -0.074 2.306 8.769
39 C 0.899 1.616 8.065
40 C 0.778 1.345 6.705
41 C 1.906 0.607 6.036
42 C -0.374 1.765 6.023
43 Te -0.563 1.553 3.916
44 N -1.464 1.020 1.145
45 C -2.669 0.572 1.013
46 O -2.835 -0.646 0.459
47 C -3.902 1.302 1.399
48 C -3.799 2.546 2.013
49 C -4.945 3.241 2.360
50 C -6.196 2.710 2.066
51 C -6.299 1.473 1.445
52 C -5.152 0.764 1.120
53 C -0.540 -0.562 3.959
54 C 0.587 -1.215 3.468
55 C 0.722 -2.592 3.585
56 C -0.290 -3.323 4.187
57 C -1.434 -2.678 4.641
58 C -1.585 -1.296 4.533
59 C -2.833 -0.638 5.056
60 C -1.387 2.440 6.727
61 C -2.674 2.923 6.100
62 C -1.213 2.701 8.083
63 H 1.090 2.353 10.579
64 H -0.638 2.111 10.839
65 H -0.033 3.703 10.402
66 H 1.793 1.284 8.584
67 H 2.828 0.730 6.603
68 H 2.071 0.964 5.019
69 H 1.690 -0.461 5.972
70 H -2.816 2.957 2.200
71 H -4.865 4.201 2.854
72 H -7.090 3.265 2.317
73 H -7.273 1.064 1.211
74 H -5.214 -0.205 0.642
75 H 1.380 -0.636 3.010
76 H 1.614 -3.082 3.215
77 H -0.190 -4.394 4.313
78 H -2.225 -3.256 5.105
79 H -3.595 -1.382 5.288
80 H -3.238 0.071 4.331
81 H -2.618 -0.074 5.967
82 H -2.928 2.369 5.199
83 H -2.600 3.978 5.823
84 H -3.494 2.828 6.812
85 H -1.995 3.233 8.616
86 C -3.088 0.116 -2.772
87 C -1.830 -0.726 -2.636
88 C -2.192 -2.181 -2.336
89 C -0.979 -0.671 -3.896
90 O -1.053 -0.200 -1.548
91 H -3.705 -0.262 -3.590
92 H -2.825 1.155 -2.977
93 H -3.667 0.086 -1.849
94 H -2.735 -2.611 -3.178
95 H -2.829 -2.249 -1.451
96 H -1.290 -2.780 -2.183
97 H -1.461 -1.235 -4.696
98 H 0.006 -1.098 -3.706
99 H -0.841 0.359 -4.228

Calculated values
Energy above the lowest of the compared OMol25 structures with the same formula, charge and spin = 24.1 kcal per mole

Here are the Löwdin charges for atoms 1 to 4, given in e: atom 1 (Ti): 1.040, atom 2 (C): -0.537, atom 3 (C): -0.528, atom 4 (S): 0.846

(2)
ORCA calculation (ωB97M-V with the def2-TZVPD basis set) on C25H49O11Rb as an isolated structure.

Atoms and positions in Å:
1 Rb -1.797 -3.246 -3.474
2 O 0.032 -0.205 -0.896
3 C -0.554 -1.265 -0.319
4 O -0.979 -0.960 0.815
5 O -0.751 -2.375 -0.921
6 H -0.195 0.171 -0.042
7 C -3.752 0.370 -0.892
8 C -4.065 -0.866 -1.615
9 O -3.579 -1.125 -2.684
10 C -5.015 -1.777 -0.839
11 H -3.296 0.157 0.075
12 H -4.599 1.053 -0.829
13 H -3.029 0.879 -1.529
14 H -6.049 -1.516 -1.063
15 H -4.898 -1.542 0.219
16 H -4.920 -2.851 -0.995
17 C 3.225 -0.171 -4.320
18 C 3.806 -1.129 -3.299
19 O 4.896 -1.617 -3.581
20 C 3.044 -1.471 -2.062
21 H 3.922 0.400 -4.933
22 H 2.633 0.574 -3.789
23 H 2.486 -0.701 -4.921
24 H 1.994 -1.593 -2.329
25 H 3.074 -0.667 -1.327
26 H 3.368 -2.399 -1.591
27 C 1.029 -4.794 4.630
28 C 0.375 -3.852 3.685
29 O -0.854 -3.674 3.723
30 C 1.274 -3.166 2.655
31 H 1.602 -5.583 4.144
32 H 0.238 -5.321 5.164
33 H 1.655 -4.191 5.288
34 H 0.631 -2.487 2.094
35 H 1.569 -4.045 2.083
36 H 2.112 -2.620 3.088
37 C -0.157 3.304 -1.326
38 C 1.176 2.746 -0.819
39 O 1.438 2.847 0.383
40 C 2.153 2.065 -1.747
41 H -0.149 3.593 -2.377
42 H -0.636 4.118 -0.782
43 H -0.819 2.442 -1.248
44 H 3.122 2.023 -1.249
45 H 2.202 2.681 -2.645
46 H 1.715 1.128 -2.091
47 C 2.973 -0.574 1.449
48 C 4.397 -0.204 1.315
49 O 4.682 0.479 0.321
50 C 5.363 -0.647 2.354
51 H 2.384 0.064 0.790
52 H 2.641 -0.402 2.473
53 H 2.817 -1.613 1.157
54 H 5.218 -0.148 3.312
55 H 6.363 -0.507 1.944
56 H 5.240 -1.695 2.627
57 C -2.100 2.814 1.891
58 C -2.782 4.198 1.764
59 O -3.967 4.270 1.413
60 C -1.920 5.371 2.182
61 H -1.398 2.841 2.724
62 H -1.414 2.518 1.097
63 H -2.853 2.039 2.031
64 H -2.100 6.296 1.636
65 H -0.844 5.200 2.225
66 H -2.148 5.668 3.206
67 C -0.467 0.120 4.046
68 C -1.818 -0.007 4.669
69 O -2.024 0.309 5.852
70 C -2.861 -0.708 3.879
71 H -0.399 0.692 3.120
72 H -0.080 -0.889 3.903
73 H 0.279 0.452 4.768
74 H -3.808 -0.364 4.295
75 H -2.798 -1.796 3.867
76 H -2.821 -0.339 2.855
77 C -0.636 0.276 -4.204
78 C -1.362 -0.083 -5.480
79 O -2.325 -0.804 -5.504
80 C -0.780 0.565 -6.748
81 H -1.300 0.672 -3.436
82 H 0.109 1.042 -4.418
83 H -0.100 -0.555 -3.745
84 H -1.389 0.198 -7.575
85 H 0.254 0.272 -6.931
86 H -0.903 1.642 -6.634

Calculated values
Energy above the lowest of the compared OMol25 structures with the same formula, charge and spin = 32.6 kcal per mole

Here are the Löwdin charges for atoms 1 to 4, given in e: atom 1 (Rb): 0.935, atom 2 (O): 0.050, atom 3 (C): -0.820, atom 4 (O): -0.028

(3)
ORCA calculation (ωB97M-V with the def2-TZVPD basis set) on the molecule C18H23N5OS.

Atoms and positions in Å:
1 N -6.058 2.943 -1.506
2 C -5.125 2.433 -1.071
3 C -3.978 1.810 -0.493
4 N -3.691 0.581 -0.727
5 N -2.574 0.230 -0.066
6 C -1.927 1.187 0.714
7 N -0.887 1.115 1.414
8 C -0.149 -0.133 1.478
9 C 1.002 -0.162 0.476
10 C 1.762 -1.507 0.539
11 C 3.227 -1.150 0.312
12 C 3.356 0.182 1.052
13 N 4.589 0.914 0.791
14 C 4.875 1.509 -0.397
15 O 4.185 1.410 -1.394
16 C 6.115 2.287 -0.381
17 C 7.128 2.931 -0.399
18 C 8.363 3.711 -0.416
19 C 8.835 4.057 1.004
20 C 10.119 4.878 0.968
21 C 11.218 4.159 0.192
22 C 10.753 3.803 -1.217
23 C 9.471 2.978 -1.190
24 C 2.054 0.938 0.738
25 S -2.894 2.668 0.569
26 H -2.225 -0.700 -0.215
27 H 0.262 -0.220 2.488
28 H -0.782 -1.021 1.327
29 H 0.580 -0.027 -0.524
30 H 1.634 -1.952 1.532
31 H 1.384 -2.228 -0.186
32 H 3.919 -1.902 0.693
33 H 3.432 -0.988 -0.747
34 H 3.386 -0.027 2.125
35 H 5.241 1.059 1.542
36 H 8.151 4.650 -0.942
37 H 8.044 4.592 1.533
38 H 9.006 3.119 1.544
39 H 9.914 5.844 0.494
40 H 10.450 5.091 1.986
41 H 12.115 4.779 0.147
42 H 11.494 3.241 0.723
43 H 10.576 4.724 -1.784
44 H 11.533 3.254 -1.748
45 H 9.654 2.018 -0.696
46 H 9.126 2.756 -2.201
47 H 2.200 1.555 -0.144
48 H 1.754 1.587 1.561

Calculated values
SMILES string = N#Cc1n[nH]/c(=N\C[C@@H]2CC[C@@H](NC(=O)C#CC3CCCCC3)C2)s1
Energy above the lowest of the compared OMol25 structures with the same formula, charge and spin = 63.4 kcal per mole

Here are the Löwdin charges for atoms 1 to 4, given in e: atom 1 (N): 0.171, atom 2 (C): -0.217, atom 3 (C): -0.624, atom 4 (N): 0.058

How do the records compare in F_max? In the order shown, they have 1.06; 4.93; 0.27 eV/A.